No. 1
ORCA calculation (ωB97M-V/def2-TZVPD) on C55H39CaIN6O7PS2Se as an isolated structure at a distorted geometry.

Computed properties:
Total energy (hartree): -7488.97933

```
! RIJCOSX wB97M-V def2-TZVPD def2/J DEFGRID3
* xyz -1 1
H -2.00984 2.68532 -6.91364
H 6.00619 -0.26058 -2.44521
C -2.32159 0.59334 -6.58783
H 1.49324 -0.80767 -2.23893
O -2.78536 -5.34935 -3.40377
C -1.28718 2.06588 -4.99823
H 3.32467 5.80834 5.52785
H -2.79243 3.33556 6.57200
H -0.84359 4.69423 7.27236
C -1.42535 -0.02252 3.38515
H -5.54505 2.33758 1.80941
C 1.49882 3.83814 3.46240
H -0.94161 3.42932 0.45050
C -1.10402 -0.37630 4.69588
C -0.55259 1.22565 -2.76212
H -0.69809 0.36291 -2.12374
H 0.24154 -3.98333 -5.30729
H 1.44561 -0.67821 -7.73377
C 0.90231 -2.24337 -4.27059
C -1.42356 -1.67599 -0.84230
H -0.55954 0.31364 5.32800
O -5.13727 -0.04394 -1.34959
P -0.70348 1.44826 2.55134
C -2.18411 -2.50522 4.42656
H -1.24300 -1.85294 6.23339
C -3.00103 3.89965 0.23076
C 2.49636 5.19884 5.19880
H 3.34778 4.86034 3.26526
C 2.10526 -1.88353 4.28950
H 1.94747 0.63064 -5.70977
Se 0.84631 4.30427 -2.33010
C 1.39702 5.00700 5.98075
H 1.32494 5.46788 6.95363
C 3.56920 -2.72711 2.60651
C -1.59071 -0.25335 -4.47293
C 4.45756 0.22370 -1.02869
C 0.31697 4.21888 5.53571
O 0.83229 -1.45488 -0.14630
N -4.91551 -1.08634 -1.95485
H 0.77269 -2.69789 -3.29725
H 3.10807 -3.79610 4.39824
C 4.51480 -3.65957 2.08189
H -4.14826 -3.41291 -2.97211
O 1.62379 1.50412 -1.31094
C 1.39446 -0.94306 -4.36071
C -1.87929 1.85728 -6.23069
H -2.80099 4.66460 -0.50662
C 0.60605 -2.97110 -5.40642
C 3.31345 -1.54457 1.85927
H -2.36205 -0.70056 1.58565
C 1.92117 -0.75384 3.48859
C 4.98155 -2.18397 0.13674
C 0.79406 -2.40611 -6.65653
C 5.44732 -0.59235 -1.58452
C -2.16555 2.20600 1.73110
H -0.96122 2.11503 -2.28160
H -0.21086 -3.39226 -1.26850
C -1.81005 2.61907 4.80028
Ca 1.56213 0.46580 0.44123
C -3.64616 -1.70891 -1.77120
O -0.52155 0.21125 0.27297
C -3.39398 -2.93463 -2.36765
S 1.26007 1.51542 -2.75708
H 2.89235 -0.12814 -3.09201
H -2.79049 0.43553 -7.54887
C -0.83054 4.13304 6.34960
H 1.60277 -1.95269 5.23898
C -2.17610 -0.46344 -5.70683
C -2.65964 -1.06249 -1.01659
H -5.12587 4.17342 0.21266
H -1.48446 -1.07691 -3.78376
H 0.57297 -2.97575 -7.54772
N 3.75399 -0.10899 0.02692
H 6.44111 -2.49509 -1.39474
C -1.16915 -2.91546 -1.40928
C -3.47738 1.88989 2.07519
C -1.89889 3.37603 5.96837
N 2.47715 -0.59164 2.31379
C -1.49318 -1.59880 5.21196
H -2.63427 1.97127 4.54453
O -0.72091 -5.20548 -2.76021
C -1.14119 1.01046 -4.10601
N 6.09410 -4.33543 0.56076
C -2.11784 -0.94849 2.60642
C 5.69586 -1.81919 -1.00503
C -4.53369 2.59288 1.52559
S 6.02420 -5.49520 1.70610
C -0.70987 2.65674 3.97228
I 1.72324 3.36347 1.36853
N -1.87030 -4.77502 -2.82137
H -2.49154 -3.45493 4.83619
H -0.94589 3.05138 -4.71412
C 4.00574 -1.28016 0.63702
C 0.36895 3.53841 4.27537
N 4.88184 -4.80260 2.64813
C -2.49107 -2.17630 3.11721
H -3.01700 -2.87808 2.48592
H -3.69383 1.08459 2.76333
H -2.53138 -1.44786 -5.97442
C 1.27960 -1.11250 -6.75853
C -4.29804 3.61417 0.62147
C 5.21689 -3.38856 0.86721
O -5.72324 -1.63905 -2.69356
H 1.30635 0.06836 3.83483
C -0.30201 -0.93867 -0.16455
C 1.80546 -0.24570 -3.11823
H -2.86009 -0.08090 -0.61436
C 1.57369 -0.38099 -5.62133
C 2.51924 4.63974 3.92038
C -2.15589 -3.53437 -2.18638
C 2.92563 -2.89325 3.83284
H 4.23698 1.19785 -1.44552
C -1.94265 3.19942 0.78161
*
```

---

No. 2
ORCA calculation (ωB97M-V/def2-TZVPD) on C55H39F4N7SeZr as an isolated structure.

Computed properties:
Total energy (hartree): -5350.54700

```
! RIJCOSX wB97M-V def2-TZVPD def2/J DEFGRID3
* xyz 0 1
H 2.30527 1.05950 7.36403
C -2.25811 2.63822 0.66626
C 2.55999 0.36070 -3.86115
C -0.53566 0.17837 4.90240
H -0.64446 -0.70665 -8.14800
C 3.56404 -0.98546 -0.68993
C 6.03096 -1.11513 -0.25393
C -0.29795 0.09270 -7.50359
H -0.30839 -3.83404 0.56585
C -2.64134 3.06348 2.04759
C 3.09053 -1.06522 0.62177
C 7.43556 -2.67776 -1.42878
H 4.21199 -2.95767 -2.43026
C -3.63526 -0.72332 2.08902
H 4.55860 -0.29506 -3.23792
H 1.83010 -2.54007 -1.06840
C -4.31052 4.67536 -1.36412
H 6.43528 -3.93777 -2.85504
H 2.68034 0.64362 -4.89484
C -3.06280 2.17181 -2.98647
C 3.05620 -1.07670 2.86977
F -4.60475 0.15311 1.78187
N -0.14096 0.58258 2.01462
C 5.07817 -2.58666 -1.89596
C -0.30369 -0.08373 -6.12220
H -1.73552 -0.17854 6.64451
F -0.63006 -3.34000 3.00851
C -1.49385 -1.74032 1.46333
H 0.89948 2.92836 -5.17757
H 4.64764 -2.16387 1.79930
N 1.55837 0.03898 -1.84368
C -2.95710 2.72522 -0.55221
C -2.24801 1.61077 -3.87850
C -1.04931 1.17615 -3.15580
H -1.32650 -0.07805 4.20531
C 0.85795 -3.02861 -1.04048
H 0.14559 1.42744 -9.12784
C 1.73536 0.86731 5.30671
C -5.37611 3.05480 0.04615
H 0.92435 3.24530 -7.63482
C 0.25954 0.43378 7.15945
H -2.40385 1.50129 -4.94220
H -0.66959 -1.00996 -5.70168
C -6.55853 3.78539 -0.00697
C 0.12694 0.93252 -5.27229
H -3.42698 5.02827 -1.88578
C 1.98000 -0.33863 2.33923
C -2.70627 -2.38319 3.46570
N 0.00313 -2.39108 -2.03351
C 0.56796 2.13006 -5.83567
C 0.71188 0.55201 4.41726
H 0.86533 -3.42161 -3.67718
H 0.08984 -1.86835 -4.05619
C 0.97393 0.58139 2.94949
C 7.28335 -1.66164 -0.49586
H 8.41270 -3.10626 -1.61382
H -5.33272 2.12961 0.61085
F -2.49780 -0.17830 0.09767
H 0.08465 0.38241 8.22845
N -1.22139 1.42534 -1.78091
H -7.54047 5.53126 -0.78594
C 4.91231 -1.56807 -0.95343
C 0.58127 2.30658 -7.21402
C 3.51685 -0.12899 -3.01354
C 0.68700 -2.39738 -3.31496
C 3.75640 -1.55410 1.78055
F -2.73711 -3.13615 4.57427
N -1.09803 2.06701 0.70793
C -2.40954 2.11390 -1.66993
H -1.66754 2.74729 3.97212
C -2.56592 -0.86791 1.25253
C 2.90447 -0.36099 -1.76312
C -0.67906 1.95339 2.05870
H 1.02015 -4.08236 -1.31507
C -5.49244 5.40305 -1.42514
C -4.23666 3.49064 -0.63160
C -1.61283 -2.51040 2.62749
C 1.50746 0.80922 6.67438
C 1.35417 0.43340 -3.12995
C 0.09206 0.80283 -3.76863
C -3.72928 -1.48863 3.23642
H -5.53062 6.32293 -1.99795
C -1.71621 2.61054 2.89951
H 8.14409 -1.28999 0.04767
C 6.32853 -3.14184 -2.12737
N 1.96051 -0.38342 1.01026
H -4.56925 -1.39944 3.91344
H -1.87874 -2.58050 -2.91979
H -4.03344 2.61187 -3.15779
N -0.50692 -1.73737 0.51726
H 3.27778 -1.23050 3.91701
C 0.14643 1.28749 -8.05194
H 5.92038 -0.30603 0.45617
C 0.80833 1.81092 2.07380
H 2.70563 1.16797 4.92044
H -1.82350 -3.04631 -1.21723
H -3.52949 3.63379 2.29169
Se 1.78245 2.43579 0.54416
H 1.11874 -2.96165 1.09335
C -0.76172 0.12057 6.27271
H -7.43590 3.42807 0.52081
C 0.29487 -2.94750 0.37896
H 1.64974 -1.88467 -3.22621
C -6.62008 4.96082 -0.74447
C -1.27876 -3.08040 -2.15642
Zr 0.08027 0.31580 -0.21885
H -1.14719 -4.13382 -2.45425
*
```

---

No. 3
ORCA calculation (ωB97M-V/def2-TZVPD) on C55H40CrF14NO2P3STe as an isolated structure at a distorted geometry.

Computed properties:
Total energy (hartree): -6458.05618

```
! RIJCOSX wB97M-V def2-TZVPD def2/J DEFGRID3
* xyz 0 5
C 9.26619 18.47142 15.08957
C 13.99104 10.01459 15.01588
F 15.23874 9.58782 7.91473
O 13.75879 13.33684 15.98365
C 13.76874 9.42378 16.25758
C 10.87496 13.04005 19.86025
C 9.02968 17.34611 13.02733
C 12.96475 9.72551 9.91428
N 14.98611 12.65561 11.91661
F 15.50922 7.49448 8.47423
F 6.41860 8.19196 15.12346
H 12.10789 14.37106 7.33134
F 11.84364 10.87434 19.65656
C 10.52836 17.93013 15.24360
F 11.20186 13.11764 21.16719
H 18.56997 16.99459 15.72865
C 17.77286 16.36780 15.38564
C 10.57688 13.14247 17.06437
C 8.71236 8.05022 14.64738
H 8.96172 19.20425 15.82838
H 14.72078 9.07124 18.18158
H 17.34806 10.61638 15.06040
H 12.27162 15.94999 16.59463
C 11.05422 17.05695 14.33973
C 13.95901 12.87625 8.59418
H 15.82859 17.34199 10.91854
F 13.60666 8.20295 7.61000
H 17.59256 14.10690 12.89454
H 13.17187 12.51550 7.93716
C 14.84590 9.40870 17.09088
C 16.09751 9.93726 16.69910
P 12.67439 16.31131 14.33774
P 12.60392 10.46447 13.92943
H 14.34259 15.93033 12.04515
O 12.63736 15.05712 13.53231
H 15.44055 13.52691 14.09760
C 13.21030 16.13272 16.06674
C 14.06852 18.70137 14.10203
C 7.43506 7.36136 14.99640
C 16.30674 10.36748 15.42216
H 8.50257 17.19597 12.09236
C 10.02497 14.13437 17.91749
C 14.30695 15.46770 20.39184
C 14.75981 14.29140 20.88080
H 11.80373 10.87895 11.26605
F 7.54253 6.76434 16.23986
C 14.08020 12.88723 12.60676
C 15.13162 13.49600 18.65943
C 8.63680 9.27803 14.03806
C 15.08416 19.46025 13.48647
H 16.48621 19.60288 11.85639
C 14.58673 8.54029 8.47477
F 17.06313 10.96702 18.60672
C 17.24252 9.98128 17.72325
H 13.71691 17.10766 16.39869
P 14.28158 14.63672 16.37895
C 17.25598 14.65867 13.74013
F 18.40642 10.21329 17.14804
H 11.00810 18.16121 16.21867
C 14.18707 8.73202 12.27005
C 11.31420 11.97521 19.10585
C 14.52138 16.92255 12.46068
H 11.92194 7.58319 15.09524
H 9.72067 10.94224 13.25363
H 7.64315 9.68204 13.79239
C 16.63168 16.08172 16.06504
C 9.84661 9.94979 13.84671
H 7.60521 18.82703 13.73913
H 15.39042 12.66579 18.02531
H 15.61715 12.32070 20.39878
H 14.56691 13.99749 21.90098
H 13.90534 16.17696 21.14451
C 9.91816 7.43322 14.98626
C 11.11078 8.13236 14.75180
F 9.90708 15.11965 20.06710
C 15.47774 17.70305 11.85251
C 15.75147 18.97933 12.35093
C 13.20104 9.69044 12.34768
H 15.34430 20.40068 13.81305
H 15.52689 7.74657 10.88107
H 12.47320 10.17924 9.02641
C 14.22837 15.70634 19.03377
H 14.51333 12.12951 9.20886
H 14.66799 13.52162 8.07862
C 13.89705 17.40079 13.62341
C 12.52570 10.09643 11.17560
H 15.35278 10.87065 13.49669
C 10.30549 16.83918 13.17138
H 13.63732 16.49937 18.76950
H 12.62107 15.93928 7.92570
C 15.81078 15.01881 15.61914
H 16.30083 16.68860 16.94665
C 12.06966 15.07668 8.21169
C 14.57292 14.71049 18.17313
H 14.58463 8.32752 13.12346
F 9.39617 15.17949 17.42446
C 11.11902 12.05725 17.74553
Te 13.01163 14.18875 9.90138
C 15.20049 10.44111 14.54005
F 11.61102 11.00293 17.06939
H 18.96231 16.03154 13.63419
S 10.44949 13.24698 15.32906
H 13.45568 19.15010 14.89290
C 14.02982 8.86406 9.82762
C 14.64327 8.36624 10.96822
C 8.56645 18.30206 13.93164
H 10.72213 16.11691 12.52171
C 10.20676 14.08965 19.28507
H 11.05993 15.34063 8.28502
H 9.83750 6.49073 15.43888
C 18.06208 15.67720 14.20279
C 16.15358 14.26621 14.50510
C 15.25817 13.27342 20.02023
F 17.31869 8.86134 18.43472
F 7.16224 6.34966 14.10442
Cr 12.42969 13.09881 14.00228
H 12.81421 9.04958 16.51591
C 11.04483 9.41902 14.26065
*
```

---

No. 4
ORCA calculation (ωB97M-V/def2-TZVPD) on C55H40F3N2O3P2PdSSbTe as an isolated structure.

Computed properties:
Total energy (hartree): -4471.68015

```
! RIJCOSX wB97M-V def2-TZVPD def2/J DEFGRID3
* xyz -2 1
C -3.58116 3.83588 1.24279
H 3.40555 -0.53931 3.93165
Te -2.02112 -1.55129 1.52360
C 1.94255 -3.74199 1.24408
C -5.93676 -3.04958 2.76313
C -1.69282 -1.37062 -5.41536
N 3.35062 1.86796 0.05112
H 1.30686 0.16479 -5.07830
H -0.36061 2.41473 -2.87490
C 3.43457 5.71510 0.55947
C -1.40205 2.19585 -3.09712
C 1.76930 3.04546 3.21120
H 1.03289 -0.58913 -2.79261
C -6.36762 -1.22483 1.50047
C -2.20632 -0.76687 -0.45850
C 6.81899 -0.63062 1.37157
C 4.52124 -1.14220 0.79597
F 2.27667 3.53962 5.49816
H 1.13160 1.97309 1.39658
C -2.14070 1.44354 -2.19188
C 3.24674 4.83967 -2.11234
C 1.93289 1.97405 2.14094
C 3.16543 2.42015 -1.14976
H -4.01186 0.48935 -1.82335
C 0.22338 -0.80437 -3.50976
C 2.95843 0.41818 3.68225
H -6.32122 -3.88489 3.34098
Sb 2.40236 -0.75056 0.84188
C -5.02038 -0.97819 1.29033
N -6.84813 -2.24008 2.22240
H 3.35757 1.22215 5.71434
C -4.02963 1.54924 -3.69879
F 0.77114 -6.10757 3.71599
H -2.78462 -2.29486 -3.82489
O 2.98874 1.85699 -2.22730
C -1.97111 2.63705 -4.28669
C 3.29757 4.37574 0.23497
C -4.08274 -1.83340 1.85689
C 1.91369 -2.54020 1.95475
C -3.28668 2.31814 -4.59008
H 7.55102 -0.03015 1.89440
C 3.39300 6.18779 -1.81810
H -4.58362 -6.49675 -1.77845
H 0.69797 -3.80546 4.88635
Pd 0.81361 0.04001 -0.97413
H -1.85511 2.69841 3.91672
H -3.89403 -3.61275 3.06572
C 4.98721 -2.14988 -0.04477
H 5.13705 0.45705 2.09571
H -3.42044 3.08240 -0.74480
H 2.23375 -3.74999 0.19944
C -2.14117 1.99393 0.60082
P -1.06913 -1.97099 -1.32015
C 3.49231 6.61909 -0.49294
C -4.47019 -4.36309 -1.53964
S 3.31937 2.93379 1.32075
H 3.60950 7.67634 -0.28623
C -2.21186 2.78218 2.89709
H -0.94195 1.21306 2.20147
C -2.55515 -5.78387 -1.80283
C 2.37173 2.61474 4.50865
H -0.40392 -0.35237 -6.80488
C -3.45660 1.11559 -2.51292
C 5.45770 -0.37632 1.48689
H -3.72649 2.64817 -5.52413
C 6.34437 -2.42698 -0.17085
C -0.54651 -0.67507 -5.78031
H -5.54282 -4.23360 -1.45212
C 3.20598 3.93920 -1.06268
H -2.45181 -1.59171 -6.15691
C -0.93082 -1.48517 -3.11451
H 3.43555 6.91413 -2.62096
C -3.16089 3.73796 2.56054
H 0.72728 3.34270 3.38728
H 1.57897 -5.87735 1.26925
C -2.25115 -3.39585 -1.52877
H -0.64918 -4.79777 -1.73266
C 1.14420 -4.93336 3.13362
C -3.93394 -5.63164 -1.71986
C 2.94080 1.43763 4.73908
C -1.70122 1.93571 1.92607
H 1.35281 -1.66264 3.83505
H -4.69555 -0.14953 0.67133
F 8.56585 -1.91285 0.43300
O 2.44720 4.08608 2.55326
H -7.10612 -0.56125 1.05987
H 3.16812 4.47618 -3.12913
O 4.58351 2.79038 2.05150
H -3.55854 4.40540 3.31503
C -1.72693 -4.67485 -1.69716
C 2.41596 0.62074 2.47659
C 1.44985 -2.57943 3.26668
C 1.56894 -4.94793 1.82232
H 6.71265 -3.20853 -0.82176
C 0.41170 -0.38639 -4.81967
H -5.05091 1.27587 -3.93785
H 3.48483 6.03088 1.58986
C 7.22981 -1.65730 0.55000
H -4.03680 -2.26404 -1.27835
C 1.06726 -3.77308 3.86993
C -3.63451 -3.25774 -1.44819
P -1.34209 0.85452 -0.62234
C -4.56684 -2.89466 2.61372
C -1.87868 -1.76769 -4.09829
H -1.37485 3.21325 -4.98414
H 4.28955 -2.73683 -0.63294
H -2.12382 -6.77012 -1.92890
C -3.07419 2.97622 0.27480
H -4.30479 4.58944 0.95559
*
```

---

Listing relative energy (zero: lowest compared OMol25 entry of this formula, charge and spin) for the structures above in their given order: 67.2; 93.3; 67.5; 74.6 kcal/mol.